{
  "formula": "C33H62N3O11S",
  "method": "ωB97M-V/def2-TZVPD",
  "elements": ["C", "C", "N", "C", "C", "C", "C", "C", "C", "C", "O", "C", "C", "O", "C", "C", "C", "C", "S", "C", "N", "N", "C", "O", "H", "H", "H", "H", "H", "H", "H", "H", "H", "H", "H", "H", "H", "H", "H", "H", "H", "H", "H", "H", "H", "H", "H", "H", "H", "H", "H", "H", "H", "H", "O", "C", "O", "C", "C", "C", "H", "H", "H", "H", "H", "H", "H", "H", "O", "C", "O", "C", "C", "C", "H", "H", "H", "H", "H", "H", "H", "H", "O", "C", "O", "C", "C", "C", "H", "H", "H", "H", "H", "H", "H", "H", "O", "C", "O", "C", "C", "C", "H", "H", "H", "H", "H", "H", "H", "H"],
  "xyz": [[0.04960, -4.32726, -0.88463], [0.08110, -2.82019, -1.11284], [-1.27392, -2.13416, -1.17081], [-2.26817, -2.80130, -0.26091], [-3.49807, -1.91649, -0.13221], [-4.15916, -1.85673, -1.51154], [-3.21341, -1.16751, -2.50561], [-3.12091, 0.33835, -2.22254], [-4.47000, 1.09398, -2.22611], [-4.84592, 1.72598, -0.88719], [-4.22450, 3.00185, -0.75946], [-2.91078, 3.00225, -0.35868], [-2.59579, 2.31101, 0.95092], [-2.09625, 3.58067, -1.01498], [-1.82123, -1.88580, -2.57967], [-1.99047, -3.21639, -3.32431], [-0.79713, -1.04983, -3.39219], [0.01182, -0.02099, -2.59355], [1.12932, 0.90618, -3.68569], [2.55947, 0.71035, -2.70435], [2.76507, -0.15798, -1.76774], [4.05952, 0.06780, -1.31473], [4.52190, 1.02821, -2.01886], [3.61863, 1.50140, -2.92377], [-0.11820, -4.57241, 0.16537], [1.02881, -4.72535, -1.15053], [-0.71144, -4.84412, -1.46730], [0.61470, -2.35172, -0.28232], [0.63804, -2.58143, -2.01363], [-1.13301, -1.20943, -0.76124], [-1.78009, -2.98012, 0.69697], [-2.55450, -3.74640, -0.71567], [-3.19051, -0.91384, 0.18286], [-4.15334, -2.34707, 0.62444], [-4.34956, -2.88793, -1.82585], [-5.13170, -1.36939, -1.47237], [-3.62675, -1.27226, -3.51448], [-2.48920, 0.82382, -2.96782], [-2.62304, 0.52283, -1.26361], [-5.28795, 0.46587, -2.59120], [-4.39191, 1.91410, -2.94364], [-5.92313, 1.88683, -0.83085], [-4.57641, 1.07416, -0.04965], [-3.50629, 2.06620, 1.49500], [-2.06131, 1.38158, 0.73048], [-1.97728, 2.96417, 1.55821], [-1.06055, -3.78376, -3.35724], [-2.78305, -3.84571, -2.92310], [-2.24623, -2.96882, -4.35594], [-1.34852, -0.55540, -4.19440], [-0.08422, -1.73501, -3.85686], [0.67227, -0.52038, -1.89052], [-0.59558, 0.69538, -2.04027], [5.49300, 1.49537, -1.98894], [5.77691, -5.31028, 2.96885], [5.19724, -4.27966, 2.77277], [5.44261, -3.62210, 1.61259], [4.68290, -2.48418, 1.20535], [5.20231, -1.18622, 1.78451], [4.25943, -3.66733, 3.78484], [3.62522, -2.63109, 1.43630], [4.77331, -2.46348, 0.11997], [5.13672, -1.16756, 2.87250], [4.61923, -0.35596, 1.38695], [6.24786, -1.04123, 1.51232], [4.85136, -3.06945, 4.47808], [3.78411, -4.46827, 4.34275], [3.47817, -3.04501, 3.36521], [-2.72538, 3.43480, 3.88144], [-3.39332, 4.42187, 3.71520], [-3.30030, 5.04817, 2.52588], [-4.15389, 6.13855, 2.14206], [-3.62952, 7.47064, 2.63054], [-4.26370, 4.99849, 4.80308], [-5.17751, 5.95260, 2.46861], [-4.15597, 6.10784, 1.05379], [-3.60529, 7.52076, 3.71919], [-4.26349, 8.27855, 2.26583], [-2.61590, 7.63189, 2.26480], [-3.64777, 5.65174, 5.42069], [-4.62003, 4.17787, 5.41965], [-5.11949, 5.56163, 4.44206], [1.34318, -2.88486, 4.74273], [0.87577, -3.17710, 5.81283], [1.62175, -3.91970, 6.64398], [1.25122, -4.19495, 8.00338], [0.34139, -5.39890, 8.11365], [-0.52930, -2.79070, 6.21010], [0.82133, -3.30721, 8.46813], [2.19716, -4.38906, 8.50459], [-0.61032, -5.23458, 7.60741], [0.13673, -5.61862, 9.16125], [0.81553, -6.26995, 7.66230], [-1.21254, -3.54965, 5.82916], [-0.76266, -1.84033, 5.73726], [-0.68105, -2.69104, 7.28084], [6.20108, 2.29326, -8.87493], [5.70486, 2.91596, -7.98195], [4.89056, 2.26003, -7.11961], [4.38061, 2.85302, -5.92528], [3.10766, 3.63786, -6.17007], [5.90416, 4.40591, -7.82917], [5.14465, 3.45841, -5.43416], [4.17454, 2.00976, -5.27251], [3.27788, 4.48435, -6.83476], [2.70887, 4.01858, -5.22843], [2.35777, 2.99681, -6.63469], [5.16722, 4.91473, -8.45020], [6.89502, 4.64907, -8.20238], [5.81738, 4.77221, -6.80972]],
  "forces_ev_per_angstrom": [[-0.16, 0.01, 0.21], [0.31, -0.25, 0.23], [-0.02, -0.18, 0.09], [-0.28, 0.28, 0.11], [0.15, -0.16, -0.38], [0.21, -0.26, 0.19], [0.05, 0.12, 0.21], [-0.05, 0.37, -0.07], [0.08, 0.00, -0.18], [-0.29, -0.22, -0.08], [0.18, -0.10, 0.04], [0.02, 0.06, 0.18], [-0.37, -0.18, -0.40], [0.06, 0.06, -0.02], [-0.36, 0.01, -0.64], [0.09, 0.13, 0.07], [0.15, 0.08, 0.46], [-0.09, -0.09, -0.01], [0.11, 0.15, 0.08], [-0.15, -0.43, 0.18], [-0.09, 0.18, -0.12], [0.16, 0.01, -0.01], [0.05, 0.09, 0.01], [0.08, 0.06, -0.06], [0.00, 0.03, -0.07], [-0.06, 0.01, -0.04], [0.15, 0.01, -0.11], [-0.03, 0.04, -0.10], [-0.18, 0.05, -0.06], [0.06, 0.05, -0.11], [0.08, 0.02, -0.10], [0.19, -0.08, 0.13], [-0.16, -0.10, 0.26], [-0.03, 0.11, -0.01], [-0.12, 0.11, -0.04], [0.08, 0.12, -0.04], [0.03, -0.05, 0.04], [0.01, -0.16, 0.04], [-0.03, -0.04, -0.03], [0.08, -0.07, 0.12], [-0.12, -0.02, 0.07], [0.10, 0.17, -0.03], [0.00, 0.01, 0.00], [0.13, 0.05, 0.12], [0.12, 0.10, 0.15], [0.04, -0.07, -0.02], [-0.04, 0.01, 0.00], [0.03, 0.00, -0.02], [-0.03, -0.06, 0.06], [0.01, -0.13, -0.04], [-0.04, 0.10, -0.12], [0.00, 0.06, 0.04], [-0.01, 0.02, -0.15], [-0.06, -0.06, 0.03], [0.00, -0.04, 0.01], [0.05, 0.07, 0.10], [-0.05, -0.07, -0.06], [-0.05, 0.13, -0.08], [0.04, -0.01, 0.12], [-0.05, -0.14, -0.14], [0.01, 0.01, 0.02], [0.03, -0.01, 0.00], [-0.06, -0.03, 0.00], [0.03, 0.02, -0.01], [-0.01, -0.01, -0.05], [-0.01, 0.02, 0.01], [0.08, -0.02, 0.06], [0.02, 0.08, 0.05], [-0.03, -0.04, 0.07], [0.10, 0.09, 0.05], [-0.08, -0.10, -0.10], [-0.04, 0.14, -0.03], [0.08, -0.05, 0.07], [-0.17, -0.10, -0.08], [0.02, -0.01, 0.03], [0.03, -0.03, 0.00], [-0.05, 0.01, 0.00], [-0.01, 0.00, -0.01], [-0.01, 0.01, -0.03], [0.00, 0.02, 0.00], [0.09, -0.01, 0.04], [0.05, 0.06, 0.00], [-0.19, 0.07, -0.12], [0.02, -0.10, 0.03], [0.10, 0.06, 0.03], [-0.05, -0.07, 0.12], [-0.02, 0.00, -0.12], [0.08, 0.19, 0.08], [-0.01, 0.00, -0.03], [0.02, 0.00, -0.04], [-0.01, 0.03, 0.04], [0.01, 0.00, 0.01], [0.02, -0.01, 0.03], [-0.01, -0.02, 0.01], [-0.01, -0.04, -0.07], [-0.02, -0.07, 0.00], [0.01, -0.02, -0.04], [-0.05, 0.09, -0.05], [0.04, -0.10, 0.07], [-0.09, 0.11, -0.03], [0.01, 0.00, -0.08], [0.14, -0.04, 0.15], [0.00, 0.01, -0.02], [0.03, -0.06, -0.01], [0.02, 0.03, 0.04], [0.01, -0.01, 0.01], [0.00, -0.01, 0.02], [-0.02, 0.01, 0.00], [-0.03, -0.01, -0.09], [-0.07, 0.01, -0.02]],
  "total_charge": 1,
  "lumo_energy_ev": -2.382,
  "gap_ha": 0.324,
  "homo_energy_ev": -11.208
}